# 1
DFT (ωB97M-V with the def2-TZVPD basis set) results for Cl2O8Pb as an isolated structure at a distorted geometry.

XYZ file:
```
11
Cl2O8Pb | the OMol25 dataset | ωB97M-V with the def2-TZVPD basis set
Pb 0.031 -1.928 0.635
Cl -1.614 0.727 0.960
O -0.738 1.894 1.300
O -2.691 1.258 1.795
O -2.258 0.335 -0.277
O -0.968 -0.516 1.493
Cl 1.660 -0.354 -1.244
O 2.774 -1.036 -0.880
O 0.715 -1.131 -1.906
O 1.190 -0.057 0.066
O 1.899 0.808 -1.943
```

Output
Highest occupied orbital energy (eV): -10.207
Energy relative to the best compared isomer or geometry (same formula, charge and spin) (kJ/mol): 166.4
2S+1: 1
Total charge: 0
Kohn-Sham gap (eV): 7.76

# 2
DFT (ωB97M-V with the def2-TZVPD basis set) results for one molecule with the formula Cl2P2S at a distorted geometry.

XYZ file:
```
5
Cl2P2S | the OMol25 dataset | ωB97M-V with the def2-TZVPD basis set
P -0.544 -0.188 1.296
P 0.702 1.180 -0.071
S -1.520 0.805 -0.322
Cl 1.630 0.257 -1.667
Cl -0.267 -2.054 0.764
```

Output
Highest occupied orbital energy (alpha / beta) (eV): -5.888 / -9.912
Energy relative to the best compared isomer or geometry (same formula, charge and spin) (kJ/mol): 147.3
2S+1: 3
⟨S²⟩: 2.009
Total charge: 0
Kohn-Sham gap (alpha / beta) (eV): 5.60 / 6.50

# 3
DFT (ωB97M-V with the def2-TZVPD basis set) results for Cl3GeH2O7P2RuSe4 as an isolated structure at a distorted geometry.

XYZ file:
```
20
Cl3GeH2O7P2RuSe4 | the OMol25 dataset | ωB97M-V with the def2-TZVPD basis set
Ru -0.446 0.368 -0.344
O 1.729 0.827 1.230
P 2.063 -0.269 0.039
O 3.439 -0.736 0.075
O 1.450 0.311 -1.216
O 0.982 -1.363 0.629
P 0.147 -2.395 -0.341
O -0.897 -2.870 0.795
O 0.956 -3.481 -0.880
O -0.668 -1.520 -1.275
H 2.434 0.875 1.874
H -0.834 -3.817 0.880
Se -1.909 0.740 -2.167
Se -4.040 0.720 -1.701
Se -3.552 -1.221 1.900
Se -1.861 0.072 1.423
Cl -0.623 3.859 1.503
Ge 0.140 2.709 -0.208
Cl -0.709 3.827 -1.898
Cl 2.199 3.363 -0.320
```

Output
Highest occupied orbital energy (alpha / beta) (eV): -5.804 / -5.795
2S+1: 1
Total charge: -1
Kohn-Sham gap (alpha / beta) (eV): 5.36 / 5.35

# 4
DFT (ωB97M-V with the def2-TZVPD basis set) results for Cl3Mg as an isolated structure.

XYZ file:
```
4
Cl3Mg | the OMol25 dataset | ωB97M-V with the def2-TZVPD basis set
Mg -0.112 0.103 -0.194
Cl 0.656 -1.278 1.331
Cl -2.402 0.392 0.248
Cl 1.857 0.783 -1.386
```

Output
Highest occupied orbital energy (eV): -5.967
Energy relative to the best compared isomer or geometry (same formula, charge and spin) (kJ/mol): 0.0
2S+1: 1
Total charge: -1
Kohn-Sham gap (eV): 9.38

# 5
DFT (ωB97M-V with the def2-TZVPD basis set) results for one molecule with the formula Cl4HISi2 at a distorted geometry.

XYZ file:
```
8
Cl4HISi2 | the OMol25 dataset | ωB97M-V with the def2-TZVPD basis set
Cl 0.577 2.772 0.653
Si 0.980 1.083 -0.355
Cl 2.696 0.177 0.457
Si -0.944 -0.780 0.212
Cl -1.722 -0.652 2.049
Cl -2.495 -0.750 -1.207
I 0.199 -3.040 -0.028
H 0.708 1.190 -1.781
```

Output
Highest occupied orbital energy (eV): -9.388
Energy relative to the best compared isomer or geometry (same formula, charge and spin) (kJ/mol): 11.6
2S+1: 1
Total charge: 0
SMILES: Cl[SiH](Cl)[Si](Cl)(Cl)I
Kohn-Sham gap (eV): 9.08

# 6
DFT (ωB97M-V with the def2-TZVPD basis set) results for Cl4N3P3 as an isolated structure at a distorted geometry.

XYZ file:
```
10
Cl4N3P3 | the OMol25 dataset | ωB97M-V with the def2-TZVPD basis set
N -0.870 -1.665 0.525
N -0.681 0.167 -1.022
N 0.478 0.839 1.349
P -1.224 -1.555 -1.175
P -0.743 -0.078 0.767
P 1.884 0.623 0.670
Cl 0.743 0.895 -1.576
Cl 0.169 -2.514 -2.128
Cl -2.278 0.764 1.493
Cl 2.523 2.524 1.098
```

Output
Highest occupied orbital energy (eV): -9.047
Energy relative to the best compared isomer or geometry (same formula, charge and spin) (kJ/mol): 175.7
2S+1: 1
Total charge: 0
Kohn-Sham gap (eV): 7.89

# 7
DFT (ωB97M-V with the def2-TZVPD basis set) results for Cl4O16Pb as an isolated structure at a distorted geometry.

XYZ file:
```
21
Cl4O16Pb | the OMol25 dataset | ωB97M-V with the def2-TZVPD basis set
Pb -18.438 10.511 16.893
Cl -23.868 10.318 14.183
O -24.864 11.444 14.519
O -22.539 10.676 14.470
O -24.288 9.025 14.448
O -24.215 10.508 12.817
Cl -12.658 13.290 18.140
O -11.848 12.296 18.865
O -11.895 13.582 16.968
O -14.089 12.872 18.014
O -12.558 14.518 18.949
Cl -21.557 5.002 18.346
O -20.714 6.105 18.238
O -22.505 4.629 17.283
O -20.593 3.834 18.417
O -22.109 4.889 19.602
Cl -17.916 14.716 12.493
O -18.836 15.769 11.933
O -18.449 13.651 11.639
O -16.461 14.574 12.218
O -18.049 14.239 13.844
```

Output
Highest occupied orbital energy (eV): -4.647
Energy relative to the best compared isomer or geometry (same formula, charge and spin) (kJ/mol): 1226.6
2S+1: 1
Total charge: -2
Kohn-Sham gap (eV): 1.84

# 8
DFT (ωB97M-V with the def2-TZVPD basis set) results for Cl5NP2 as an isolated structure at a distorted geometry.

XYZ file:
```
8
Cl5NP2 | the OMol25 dataset | ωB97M-V with the def2-TZVPD basis set
N 0.825 -1.365 1.445
P -0.428 -0.623 1.619
P 0.956 0.809 -1.208
Cl -0.762 1.527 2.124
Cl -2.254 -1.309 1.785
Cl 1.876 -0.994 -1.755
Cl -0.914 0.178 -0.952
Cl 0.700 1.777 -3.057
```

Output
Highest occupied orbital energy (eV): -10.456
Energy relative to the best compared isomer or geometry (same formula, charge and spin) (kJ/mol): 308.0
2S+1: 1
Total charge: 0
Kohn-Sham gap (eV): 8.80

# 9
DFT (ωB97M-V with the def2-TZVPD basis set) results for Cl9Hf as an isolated structure at a distorted geometry.

XYZ file:
```
10
Cl9Hf | the OMol25 dataset | ωB97M-V with the def2-TZVPD basis set
Hf 0.007 0.097 0.372
Cl 2.403 -1.056 -3.510
Cl -2.561 -0.245 0.484
Cl -1.391 -3.557 2.027
Cl -0.298 1.172 -2.226
Cl 0.480 2.692 1.178
Cl 0.197 -2.411 -0.937
Cl -2.680 3.733 -0.247
Cl 2.910 0.260 -0.013
Cl 0.933 -0.685 2.870
```

Output
Highest occupied orbital energy (eV): 5.987
Energy relative to the best compared isomer or geometry (same formula, charge and spin) (kJ/mol): 151.6
2S+1: 1
Total charge: -5
Kohn-Sham gap (eV): 5.76

# 10
DFT (ωB97M-V with the def2-TZVPD basis set) results for ClCuH10O5 as an isolated structure at a distorted geometry.

XYZ file:
```
17
ClCuH10O5 | the OMol25 dataset | ωB97M-V with the def2-TZVPD basis set
Cu -16.206 10.392 21.797
Cl -18.070 9.142 20.834
O -19.218 9.672 23.845
H -18.723 8.916 24.170
H -18.703 9.970 23.077
O -13.872 10.084 21.707
H -13.477 9.237 21.936
H -13.277 10.475 21.061
O -15.602 12.022 20.236
H -14.833 12.338 19.750
H -16.118 12.817 20.396
O -17.357 12.315 22.697
H -17.471 12.808 21.881
H -18.095 12.596 23.251
O -16.011 9.176 23.726
H -15.847 8.263 23.979
H -16.323 9.617 24.523
```

Output
Highest occupied orbital energy (eV): -7.773
Energy relative to the best compared isomer or geometry (same formula, charge and spin) (kJ/mol): 0.0
2S+1: 1
Total charge: 0
Kohn-Sham gap (eV): 7.46

# 11
DFT (ωB97M-V with the def2-TZVPD basis set) results for one molecule with the formula ClF.

XYZ file:
```
2
ClF | the OMol25 dataset | ωB97M-V with the def2-TZVPD basis set
F 0.000 0.000 -1.056
Cl 0.000 0.000 0.559
```

Output
Highest occupied orbital energy (eV): -11.832
Energy relative to the best compared isomer or geometry (same formula, charge and spin) (kJ/mol): 0.0
2S+1: 1
Total charge: 0
SMILES: FCl
Kohn-Sham gap (eV): 11.09

# 12
DFT (ωB97M-V with the def2-TZVPD basis set) results for a 2-piece molecular cluster, ClF2NS overall at a distorted geometry.

XYZ file:
```
5
ClF2NS | the OMol25 dataset | ωB97M-V with the def2-TZVPD basis set
N -1.657 1.365 -2.176
F 0.709 -2.208 0.871
F 1.343 0.060 1.665
S 1.010 -0.756 0.271
Cl -1.406 1.539 -0.632
```

Output
Highest occupied orbital energy (alpha / beta) (eV): -9.705 / -9.851
Energy relative to the best compared isomer or geometry (same formula, charge and spin) (kJ/mol): 0.0
2S+1: 3
⟨S²⟩: 2.010
Total charge: 0
Kohn-Sham gap (alpha / beta) (eV): 9.59 / 9.15

# 13
DFT (ωB97M-V with the def2-TZVPD basis set) results for a 2-piece molecular cluster, ClF3Si overall at a distorted geometry.

XYZ file:
```
5
ClF3Si | the OMol25 dataset | ωB97M-V with the def2-TZVPD basis set
F 3.626 -0.015 -0.157
F -1.726 -1.220 -0.101
F -1.758 1.156 -0.123
Si -0.776 -0.012 0.317
Cl 1.187 -0.001 0.188
```

Output
Highest occupied orbital energy (alpha / beta) (eV): -12.693 / -8.800
Energy relative to the best compared isomer or geometry (same formula, charge and spin) (kJ/mol): 653.9
2S+1: 1
Total charge: 0
Kohn-Sham gap (alpha / beta) (eV): 10.45 / 5.05

# 14
DFT (ωB97M-V with the def2-TZVPD basis set) results for ClF4HN3OP2S as an isolated structure at a distorted geometry.

XYZ file:
```
13
ClF4HN3OP2S | the OMol25 dataset | ωB97M-V with the def2-TZVPD basis set
N 0.591 0.079 -1.263
N -1.436 1.074 0.259
N 0.618 -0.358 1.366
O -1.579 0.498 2.663
F 2.599 -1.120 -0.232
F 0.562 -2.316 -0.463
F -1.264 1.442 -2.354
F -1.744 -0.758 -1.634
P 1.072 -0.913 -0.027
P -1.039 0.534 -1.122
S -0.735 1.131 1.732
Cl 1.493 1.563 -1.132
H 0.861 -0.857 2.208
```

Output
Highest occupied orbital energy (eV): -15.709
Energy relative to the best compared isomer or geometry (same formula, charge and spin) (kJ/mol): 111.5
2S+1: 1
Total charge: +1
Kohn-Sham gap (eV): 10.32

# 15
DFT (ωB97M-V with the def2-TZVPD basis set) results for a 4-piece molecular cluster, ClFH2 overall at a distorted geometry.

XYZ file:
```
4
ClFH2 | the OMol25 dataset | ωB97M-V with the def2-TZVPD basis set
H 1.620 -0.006 -0.658
H 2.227 1.251 0.487
F 0.835 0.992 0.056
Cl -0.668 -0.598 -0.020
```

Output
Highest occupied orbital energy (eV): -9.744
Energy relative to the best compared isomer or geometry (same formula, charge and spin) (kJ/mol): 763.9
2S+1: 1
Total charge: 0
Kohn-Sham gap (eV): 6.66

# 16
DFT (ωB97M-V with the def2-TZVPD basis set) results for one molecule with the formula ClFH3N2P at a distorted geometry.

XYZ file:
```
8
ClFH3N2P | the OMol25 dataset | ωB97M-V with the def2-TZVPD basis set
N -0.840 1.358 0.810
P -0.862 0.253 -0.219
N 0.502 -0.656 -0.593
F -1.770 -1.486 0.305
Cl -1.800 0.456 -1.936
H -1.659 1.442 1.308
H 1.237 -0.525 0.118
H 0.904 -0.376 -1.497
```

Output
Highest occupied orbital energy (eV): -10.884
Energy relative to the best compared isomer or geometry (same formula, charge and spin) (kJ/mol): 111.8
2S+1: 1
Total charge: 0
SMILES: N=[P@@](N)(F)Cl
Kohn-Sham gap (eV): 11.11

# 17
DFT (ωB97M-V with the def2-TZVPD basis set) results for one molecule with the formula ClFOS at a distorted geometry.

XYZ file:
```
4
ClFOS | the OMol25 dataset | ωB97M-V with the def2-TZVPD basis set
O -1.217 -0.830 -0.731
F 1.163 -0.584 0.941
S -0.521 0.475 -0.971
Cl 0.575 0.939 0.761
```

Output
Highest occupied orbital energy (eV): -8.781
Energy relative to the best compared isomer or geometry (same formula, charge and spin) (kJ/mol): 437.2
2S+1: 1
Total charge: 0
Kohn-Sham gap (eV): 6.87

# 18
DFT (ωB97M-V with the def2-TZVPD basis set) results for ClH10MgO5 as an isolated structure.

XYZ file:
```
17
ClH10MgO5 | the OMol25 dataset | ωB97M-V with the def2-TZVPD basis set
Mg 0.403 0.043 -0.135
Cl 2.587 0.358 -0.725
O -0.388 0.949 -1.793
H -1.112 0.790 -2.408
H -0.109 1.866 -1.927
O -1.610 -0.388 0.406
H -2.061 -0.298 1.254
H -2.223 -0.848 -0.181
O 0.231 -1.820 -1.195
H 0.060 -2.720 -0.892
H 0.486 -1.884 -2.126
O 0.326 1.858 0.903
H -0.427 2.274 1.343
H 1.094 2.439 1.014
O 0.749 -0.780 1.818
H 0.972 -0.178 2.540
H 1.021 -1.660 2.106
```

Output
Highest occupied orbital energy (eV): -12.374
Energy relative to the best compared isomer or geometry (same formula, charge and spin) (kJ/mol): 0.0
2S+1: 1
Total charge: +1
Kohn-Sham gap (eV): 8.73

# 19
DFT (ωB97M-V with the def2-TZVPD basis set) results for ClH10NiO5 as an isolated structure at a distorted geometry.

XYZ file:
```
17
ClH10NiO5 | the OMol25 dataset | ωB97M-V with the def2-TZVPD basis set
Ni -16.946 -11.715 2.382
Cl -18.308 -13.430 1.471
O -17.281 -10.134 0.939
H -18.165 -10.001 0.564
H -16.704 -10.251 0.172
O -15.610 -10.350 3.287
H -15.765 -9.609 3.886
H -14.674 -10.570 3.388
O -18.461 -10.729 3.572
H -19.283 -11.099 3.926
H -18.385 -9.849 3.961
O -16.369 -12.845 4.059
H -16.487 -12.845 5.017
H -16.121 -13.754 3.831
O -15.146 -12.226 1.284
H -14.925 -13.163 1.165
H -14.650 -11.761 0.598
```

Output
Highest occupied orbital energy (alpha / beta) (eV): -12.637 / -12.569
Energy relative to the best compared isomer or geometry (same formula, charge and spin) (kJ/mol): 16.4
2S+1: 3
⟨S²⟩: 2.003
Total charge: +1
Kohn-Sham gap (alpha / beta) (eV): 9.05 / 8.90

# 20
DFT (ωB97M-V with the def2-TZVPD basis set) results for a 6-piece molecular cluster, ClH10O5 overall at a distorted geometry.

XYZ file:
```
16
ClH10O5 | the OMol25 dataset | ωB97M-V with the def2-TZVPD basis set
Cl -1.769 27.364 -14.696
O 0.337 27.454 -12.472
H 1.101 27.275 -13.020
H -0.412 27.221 -13.020
O -2.127 24.332 -15.869
H -1.288 24.018 -16.208
H -2.003 25.274 -15.759
O -4.565 29.134 -14.538
H -4.090 29.612 -15.217
H -3.884 28.677 -14.044
O 0.796 28.302 -16.414
H 1.426 28.068 -15.732
H -0.054 28.057 -16.049
O -4.030 25.671 -13.155
H -3.346 25.862 -13.798
H -4.742 25.291 -13.669
```

Output
Highest occupied orbital energy (eV): -5.959
Energy relative to the best compared isomer or geometry (same formula, charge and spin) (kJ/mol): 20.3
2S+1: 1
Total charge: -1
Kohn-Sham gap (eV): 9.62

Number 1: E -1714.48718 Ha. Number 2: E -2001.21636 Ha. Number 3: E -14369.17173 Ha. Number 4: E -1580.96056 Ha. Number 5: E -2718.26439 Ha. Number 6: E -3029.12907 Ha. Number 7: E -3236.08534 Ha. Number 8: E -3038.44367 Ha. Number 9: E -4189.52128 Ha. Number 10: E -2482.87464 Ha. Number 11: E -559.97341 Ha. Number 12: E -1112.69513 Ha. Number 13: E -1049.28277 Ha. Number 14: E -2180.50135 Ha. Number 15: E -560.96622 Ha. Number 16: E -1012.74030 Ha. Number 17: E -1033.30537 Ha. Number 18: E -1042.44416 Ha. Number 19: E -2350.53098 Ha. Number 20: E -842.50902 Ha.